Record 1
Density functional theory data (ωB97M-V/def2-TZVPD) for a structure of composition C2H3AuFLiO in a non-equilibrium geometry.

Output
Total charge: +3
2S+1: 4
E_LUMO (spin up / spin down): -15.893 / -20.007 eV
Strongest force on any atom: 18.2 eV/A

Each line ends with the Löwdin charge.
Cartesian coordinates (Å):
C: -0.21927 0.87437 0.69286  0.124
Au: -0.13985 -2.11901 -1.84590  1.610
F: 1.07673 1.43795 0.37487  0.078
C: -0.24422 -0.52525 0.27530  -0.077
H: -1.05667 0.25574 1.42752  0.361
H: -0.91636 1.65050 0.35766  0.223
O: 0.19399 -0.79072 -0.98586  -0.391
Li: 1.52788 0.56157 -1.29765  0.881
H: -0.22224 -1.34513 1.00120  0.191

---

Record 2
Density functional theory data (ωB97M-V/def2-TZVPD) for an isolated molecule of C2H3B.

Output
SMILES string: BC#C
E_LUMO: -0.378 eV
Strongest force on any atom: 0.5 eV/A

Each line ends with the Löwdin charge.
Cartesian coordinates (Å):
H: -1.59737 0.56460 1.01974  0.013
H: 2.63459 -0.20479 -0.04353  0.031
H: -1.86517 -0.37565 -0.77110  0.009
B: -1.13036 0.07090 0.04786  -0.029
C: 1.57971 -0.08452 -0.11498  0.099
C: 0.37859 0.02946 -0.13799  -0.123

---

Record 3
Density functional theory data (ωB97M-V/def2-TZVPD) for a cluster of 2 separate species, C2H3BN2O2S in total in a non-equilibrium geometry.

Output
E_LUMO: -0.831 eV
Strongest force on any atom: 3.7 eV/A
Relative energy (zero: lowest compared OMol25 entry of this formula, charge and spin): 78.0 kcal per mole

Each line ends with the Löwdin charge.
Cartesian coordinates (Å):
H: 3.29181 -0.16222 -0.92324  0.128
C: -1.53102 -1.35169 0.22600  -0.318
O: 2.34008 -0.24365 -0.81182  0.218
C: -0.90254 -0.14922 0.05591  -0.404
H: -1.08907 -2.31671 0.38055  0.083
S: -2.08493 1.05380 -0.15671  0.880
H: 2.71174 2.08606 0.69893  0.131
O: 1.82696 1.75148 0.51139  0.211
N: -2.86809 -1.23644 0.18653  -0.131
B: 1.61539 0.64203 -0.16514  -0.417
N: -3.31034 -0.07343 -0.00238  -0.382

---

Record 4
Density functional theory data (ωB97M-V/def2-TZVPD) for an isolated molecule of C2H3BO3 in a non-equilibrium geometry.

Output
E_LUMO: -0.804 eV
Strongest force on any atom: 5.3 eV/A
Relative energy (zero: lowest compared OMol25 entry of this formula, charge and spin): 127.4 kcal per mole

Each line ends with the Löwdin charge.
Cartesian coordinates (Å):
H: 0.40781 0.38144 1.44995  0.072
H: 0.48830 -1.28820 0.95249  0.163
O: 3.04537 -0.27220 0.16089  0.075
O: 1.67857 0.24432 -1.51553  0.049
C: 2.05261 -0.01536 -0.42176  -0.681
O: -0.47450 0.06489 -0.22988  0.065
B: -0.88180 0.41107 -1.34613  0.214
H: -1.76176 0.42717 -2.04090  0.074
C: 0.57333 -0.16072 0.60928  -0.031

---

Record 5
Density functional theory data (ωB97M-V/def2-TZVPD) for a structure of composition C2H3BaO2P in a non-equilibrium geometry.

Output
Total charge: +2
E_LUMO: -8.506 eV
Strongest force on any atom: 3.8 eV/A
Relative energy (zero: lowest compared OMol25 entry of this formula, charge and spin): 31.1 kcal per mole

Each line ends with the Löwdin charge.
Cartesian coordinates (Å):
H: -0.93976 -1.23444 1.32645  0.145
O: 0.47195 -0.79538 -0.10433  -0.515
Ba: 2.26100 -0.09616 -1.78084  1.954
H: -2.11950 -2.06329 -0.99884  0.174
H: -2.73850 0.64128 1.58471  -0.027
C: -0.75717 -0.73768 0.34566  -0.636
P: -1.85231 0.94217 0.51695  1.124
C: -1.92545 -1.11840 -0.47493  -0.085
O: -2.63433 -0.09651 -0.74304  -0.133

---

Record 6
Density functional theory data (ωB97M-V/def2-TZVPD) for a structure of composition C2H3BiO2 in a non-equilibrium geometry.

Output
Total charge: +2
E_LUMO (spin up / spin down): -12.336 / -12.440 eV
Strongest force on any atom: 7.1 eV/A
Relative energy (zero: lowest compared OMol25 entry of this formula, charge and spin): 87.4 kcal per mole

Each line ends with the Löwdin charge.
Cartesian coordinates (Å):
Bi: -1.58100 0.20603 -1.00847  1.961
C: -1.05254 3.19105 3.21537  0.122
O: -1.72458 3.73588 3.99723  0.269
H: 0.23774 1.09984 1.44762  0.103
C: -0.80197 1.31375 1.11157  -0.326
O: -1.61245 0.28876 0.94714  -0.528
H: -0.85123 1.74554 2.66895  0.215
H: -1.05010 2.75798 1.70632  0.183

---

Record 7
Density functional theory data (ωB97M-V/def2-TZVPD) for a cluster of 2 separate species, C2H3Br2FO in total in a non-equilibrium geometry.

Output
E_LUMO (spin up / spin down): -2.325 / -2.323 eV
Strongest force on any atom: 5.3 eV/A
Relative energy (zero: lowest compared OMol25 entry of this formula, charge and spin): 53.8 kcal per mole

Each line ends with the Löwdin charge.
Cartesian coordinates (Å):
H: -0.97518 -1.40239 -0.31105  0.021
F: -0.31492 0.69201 -1.50516  0.107
C: 0.23501 0.37644 -0.31744  -0.512
Br: -2.13767 1.58422 1.07260  -0.252
C: -0.18981 -0.95155 0.14806  -0.451
O: 1.16929 1.14570 0.04988  0.205
Br: 1.22716 -2.31771 -0.37734  0.611
H: 1.15786 2.09335 -0.02445  0.166
H: -0.17175 -1.22008 1.26489  0.106

---

Record 8
Density functional theory data (ωB97M-V/def2-TZVPD) for a structure of composition C2H3Br2FO in a non-equilibrium geometry.

Output
2S+1: 3
E_LUMO (spin up / spin down): 0.543 / -4.247 eV
Strongest force on any atom: 4.5 eV/A
Relative energy (zero: lowest compared OMol25 entry of this formula, charge and spin): 19.9 kcal per mole

Each line ends with the Löwdin charge.
Cartesian coordinates (Å):
Br: -0.29948 -0.84260 -2.30904  0.550
H: -1.15297 -1.00720 0.45453  -0.016
O: 1.24881 0.90608 -0.68841  0.016
Br: -0.51243 -0.48127 3.01666  0.438
C: -0.20178 -0.60103 0.53485  -0.312
H: 1.19186 1.80534 -0.29046  0.152
C: 0.05318 0.36238 -0.59264  -0.911
H: 0.61600 -1.47741 0.57255  0.112
F: -0.94318 1.33570 -0.69804  -0.029

---

Repeat the eighth record exactly.
Density functional theory data (ωB97M-V/def2-TZVPD) for a structure of composition C2H3Br2FO in a non-equilibrium geometry.

Output
2S+1: 3
E_LUMO (spin up / spin down): 0.543 / -4.247 eV
Strongest force on any atom: 4.5 eV/A
Relative energy (zero: lowest compared OMol25 entry of this formula, charge and spin): 19.9 kcal per mole

Each line ends with the Löwdin charge.
Cartesian coordinates (Å):
Br: -0.29948 -0.84260 -2.30904  0.550
H: -1.15297 -1.00720 0.45453  -0.016
O: 1.24881 0.90608 -0.68841  0.016
Br: -0.51243 -0.48127 3.01666  0.438
C: -0.20178 -0.60103 0.53485  -0.312
H: 1.19186 1.80534 -0.29046  0.152
C: 0.05318 0.36238 -0.59264  -0.911
H: 0.61600 -1.47741 0.57255  0.112
F: -0.94318 1.33570 -0.69804  -0.029

---

Among the records above, which one has the highest strongest force on any atom? C2H3AuFLiO

---

The highest strongest force on any atom belongs to which entry? C2H3AuFLiO